A molecular structure, C21H53B2IN2NbO11P2S3 in a non-equilibrium geometry, computed with ωB97M-V/def2-TZVPD.

```
96
Properties=species:S:1:pos:R:3:forces:R:3:lowdin_charge:R:1
C -3.587223 0.174981 0.381700 1.5 0.5 -0.3 -0.115
C -2.398713 0.450312 -0.630845 -0.5 0.0 0.8 -0.262
C -1.708401 -0.859180 -1.104926 -0.3 0.1 -1.0 -0.185
C -0.471212 -0.601537 -2.060957 -1.8 -0.6 0.6 -0.176
N 0.799360 -0.726517 -1.322446 1.7 -0.6 -1.1 -0.206
C 1.699581 0.434346 -1.514515 0.0 1.5 0.5 -0.224
C 1.374165 1.449169 -0.377395 -0.8 0.5 -0.1 -0.226
C 2.224248 2.761940 -0.402680 0.7 -0.6 -0.8 -0.303
C 3.469541 2.772364 0.559601 0.3 1.8 -0.3 -0.336
Nb 2.973685 2.979837 2.786544 -1.1 -3.4 -3.1 1.320
C 2.631007 0.778175 3.131188 0.0 -1.3 0.2 -0.240
B 3.557522 -0.244125 2.357305 0.4 -0.7 -0.3 -0.715
O 4.538057 -1.033111 3.059233 -0.8 1.5 -0.5 0.071
O 3.472623 -0.529952 0.952658 0.2 1.2 1.6 0.050
B 2.480437 3.346589 5.048559 -0.8 1.1 1.5 -0.615
C 3.244707 2.620941 6.280583 0.0 0.2 0.4 -0.091
O 1.424807 4.243190 5.454467 1.6 -0.4 -0.8 -0.090
P 0.461748 3.349253 2.395726 -0.3 1.7 1.3 0.391
O -0.032502 4.920937 2.707517 0.1 -1.5 -0.3 -0.472
I -0.884578 2.019998 4.033048 0.0 0.0 -0.2 0.324
P 3.296350 5.538227 2.409448 0.1 0.9 -2.4 0.453
O 2.445972 5.902958 1.189687 0.8 -0.4 2.4 -0.406
O 4.890059 5.905399 1.935254 -1.9 0.2 1.2 -0.244
O 2.924432 6.474393 3.764186 0.7 -0.2 -1.3 -0.246
S 5.415121 2.922725 3.462101 2.5 3.7 0.7 0.503
C 5.945355 1.501784 4.490261 0.6 -1.0 -0.3 -0.207
O 6.230545 3.057775 2.200381 -1.3 -1.7 1.6 -0.450
O 5.709807 4.154962 4.314611 -0.7 -2.0 -0.3 -0.518
C 1.456236 -1.973567 -1.563222 0.3 0.0 0.4 -1.048
S 2.550325 -2.286439 -2.767914 -1.0 0.2 1.0 0.642
S 0.994130 -3.321082 -0.391366 0.1 0.3 -0.3 0.827
C 1.648597 -2.819274 1.263386 0.8 0.1 0.5 -0.479
C 1.384683 -3.901615 2.357652 -0.2 -0.2 0.2 -0.310
C 1.521366 -3.353088 3.813882 -0.4 -0.5 0.2 -0.114
H -3.135986 -0.421823 1.207063 -0.7 0.2 -0.5 0.069
H -4.443276 -0.329341 -0.103533 0.4 0.2 0.4 0.062
H -3.843981 1.163372 0.819421 -0.3 -0.7 -0.3 0.066
H -1.711294 1.134625 -0.077618 -0.1 -0.7 -0.5 0.088
H -2.777888 1.060943 -1.487593 0.3 -0.6 0.4 0.108
H -2.446837 -1.452365 -1.704454 0.3 0.5 0.5 0.099
H -1.411450 -1.532598 -0.269373 -0.1 0.7 -0.4 0.092
H -0.595785 0.408136 -2.517458 0.5 -0.6 0.5 0.124
H -0.538270 -1.332629 -2.905820 0.3 0.5 0.6 0.112
H 1.513889 0.963219 -2.484196 0.2 -0.6 0.5 0.122
H 2.772727 0.174525 -1.483271 -0.7 -0.2 0.1 0.091
H 1.398306 0.937803 0.612193 0.2 0.3 -0.7 0.076
H 0.307753 1.754659 -0.521842 0.6 -0.3 0.1 0.084
H 1.595354 3.674569 -0.291504 0.5 -0.7 0.3 0.072
H 2.638410 2.843174 -1.446320 -0.4 0.0 0.6 0.102
H 4.035872 3.709351 0.298513 -0.3 -0.7 0.1 0.037
H 4.205638 1.956420 0.350648 -0.7 0.4 0.3 0.045
H 1.569194 0.539315 2.839616 0.6 0.5 0.1 0.000
H 2.691454 0.530674 4.220995 -0.1 0.2 -0.7 0.041
H 5.302411 -1.123702 2.483240 0.1 -0.5 0.1 0.082
H 4.366350 -0.660931 0.623906 0.0 -0.3 -0.3 0.099
H 2.745988 2.876085 7.253689 0.4 -0.1 -0.6 0.058
H 3.252800 1.511365 6.220607 -0.1 0.6 -0.1 0.041
H 4.315097 2.941817 6.320621 -0.7 -0.2 0.0 0.047
H 1.763677 4.766811 6.190322 -0.4 -0.2 0.4 0.076
H 0.532602 5.358731 3.359586 0.1 -0.1 0.1 0.004
H 5.255953 6.500301 2.600823 0.4 -0.1 0.0 0.040
H 3.572878 6.253556 4.447167 -0.1 -0.1 0.1 0.040
H 6.611675 1.819062 5.316390 -0.4 0.2 -0.6 0.064
H 6.498349 0.805740 3.818762 -0.3 0.5 0.4 0.053
H 5.109030 0.917949 4.922819 0.2 0.6 -0.4 0.038
H 2.754376 -2.744675 1.152339 -0.9 0.1 0.0 0.073
H 1.287122 -1.825239 1.603567 -0.1 -0.6 -0.5 0.080
H 0.368947 -4.359656 2.277260 0.6 0.5 -0.1 0.097
H 2.102674 -4.750086 2.255023 -0.5 0.6 -0.2 0.105
H 0.802133 -2.530360 4.027413 0.6 -0.4 -0.3 0.078
H 1.239147 -4.182427 4.508302 0.2 0.6 -0.4 0.070
H 2.548035 -3.046976 4.095203 -0.5 0.0 -0.4 0.070
C -4.403758 -4.157580 -3.075148 0.0 0.3 0.1 -0.110
O -3.945442 -3.054865 -3.839053 0.0 -0.5 0.0 -0.200
C -3.449096 -3.412471 -5.125809 0.1 0.5 -0.2 -0.208
C -4.413263 -2.995186 -6.230215 -0.1 -0.3 0.3 -0.210
N -5.627525 -3.807983 -6.220766 0.0 0.2 0.0 -0.054
C -6.730299 -3.265842 -7.018341 0.1 -0.1 0.2 -0.198
C -7.250064 -1.858525 -6.698790 -0.2 -0.1 -0.2 -0.227
O -7.946751 -1.745699 -5.467799 0.2 0.1 -0.1 -0.181
C -7.123049 -1.660959 -4.316944 -0.3 -0.1 0.1 -0.096
H -4.530556 -3.817769 -2.047142 0.0 0.0 0.0 0.090
H -5.372572 -4.518802 -3.431544 0.0 -0.2 0.0 0.070
H -3.679711 -4.976714 -3.083062 0.0 0.0 0.0 0.090
H -3.198247 -4.475467 -5.186423 -0.2 0.0 0.1 0.122
H -2.521189 -2.849374 -5.259858 0.0 0.0 0.0 0.121
H -3.918095 -3.106193 -7.199598 0.0 0.0 0.0 0.122
H -4.635174 -1.933947 -6.079041 0.2 0.1 0.0 0.099
H -5.950554 -3.909967 -5.268783 0.1 0.0 0.0 0.061
H -7.565119 -3.961190 -6.900970 -0.1 0.1 -0.1 0.117
H -6.434273 -3.297976 -8.072179 0.0 0.1 0.0 0.114
H -7.986869 -1.613968 -7.469195 0.0 0.0 0.0 0.118
H -6.472860 -1.090694 -6.774066 0.1 0.0 0.1 0.110
H -6.202000 -1.104402 -4.504957 0.0 -0.1 0.0 0.089
H -6.895413 -2.659986 -3.939382 0.2 0.0 0.1 0.069
H -7.683031 -1.144606 -3.536148 -0.1 0.0 -0.1 0.089
```
Forces are in eV/Å.

## Properties
* orbital gap: 5.5 eV
* total energy: -4050.77452 hartree
* HOMO level: -0.1794 Ha
* LUMO: 0.61 eV
* total charge: -1